[1]
C4H7Cl2P | ωB97M-V/def2-TZVPD

Geometry (Å):
C -0.453 -0.235 1.169
C -1.517 0.061 0.135
C 0.928 -0.282 0.507
C 0.890 0.535 -0.760
P -0.723 0.429 -1.516
Cl 1.393 -1.899 -0.122
Cl 1.189 2.114 -0.178
H -0.357 0.405 2.040
H -0.766 -1.202 1.543
H -2.157 -0.738 -0.118
H -2.073 0.930 0.476
H 1.752 0.133 1.253
H 2.294 0.611 -2.627
H -0.398 -0.862 -1.802

Its charge is 0. The frontier orbital gap (alpha / beta) comes out at 8.7 / 8.8 eV. For the total energy, the calculation gives -38590.104 eV. Its energy relative to the best compared isomer or geometry (same formula, charge and spin) is 5.338 eV.



[2]
C4H12S2 | ωB97M-V/def2-TZVPD

Geometry (Å):
C 1.074 1.810 1.676
C -0.084 1.480 0.762
S -1.199 0.354 1.705
H 0.887 2.474 2.447
H 2.061 2.382 1.224
H 1.758 0.944 1.845
H -0.490 2.504 0.409
H 0.330 0.845 -0.078
H -1.910 1.355 2.357
C 0.256 -2.325 -1.125
C -0.074 -0.970 -1.753
S -1.832 -0.297 -1.642
H -0.501 -3.174 -1.207
H 0.310 -2.188 -0.016
H 1.096 -2.872 -1.602
H 0.627 -0.210 -1.343
H 0.168 -1.096 -2.839
H -2.478 -1.017 -0.820

Its charge is 0. The frontier orbital gap comes out at 9.2 eV. For the total energy, the calculation gives -26011.104 eV. Its energy relative to the best compared isomer or geometry (same formula, charge and spin) is 2.013 eV.



[3]
C2H12NO2S | ωB97M-V/def2-TZVPD

Geometry (Å):
C 0.188 1.206 0.353
C 1.429 1.606 1.138
S 2.920 0.535 0.832
N 0.006 -0.280 0.447
H -0.664 1.717 0.795
H 0.256 1.450 -0.699
H 1.698 2.658 1.064
H 1.340 1.483 2.221
H 2.803 0.646 -0.499
H 0.501 -0.688 1.240
H -0.986 -0.551 0.410
H 0.499 -0.728 -0.334
H -2.558 -1.275 -0.693
H -3.419 -0.986 0.581
O -2.706 -0.665 0.042
H -0.947 -1.573 -2.682
H 0.004 -2.713 -2.239
O -0.363 -1.843 -1.977

Its charge is +1. The frontier orbital gap comes out at 10.1 eV. For the total energy, the calculation gives -18683.059 eV. Its energy relative to the best compared isomer or geometry (same formula, charge and spin) is 0.168 eV.



[4]
C30H20Cl84NO5P | ωB97M-V/def2-TZVPD

Geometry (Å):
C -4.378 0.231 6.647
C -4.338 1.653 6.069
C -5.696 2.092 5.584
O -6.539 2.494 6.372
O -5.946 2.064 4.228
C -6.696 0.914 3.809
C -6.002 0.223 2.650
C -4.709 -0.389 3.130
O -3.856 -0.667 2.040
C -2.552 -0.994 2.464
C -1.566 -0.272 1.552
O -1.102 0.961 2.039
C -0.283 0.860 3.183
P -2.203 -2.861 2.353
N -2.027 -3.393 3.998
O -3.636 -3.489 1.850
H -5.223 0.121 7.315
H -4.394 -0.521 5.872
H -3.473 0.101 7.230
H -3.959 2.338 6.813
H -3.625 1.661 5.246
H -7.664 1.257 3.456
H -6.827 0.214 4.631
H -6.655 -0.544 2.243
H -5.755 0.923 1.859
H -4.907 -1.292 3.715
H -4.235 0.365 3.753
H -2.416 -0.730 3.515
H -0.747 -0.914 1.225
H -2.132 -0.043 0.654
H -0.712 1.476 3.972
H -0.196 -0.153 3.577
H 0.719 1.224 2.979
H -2.806 -3.997 4.238
H -2.043 -2.632 4.671
H -4.302 -3.413 2.543
C -4.034 4.991 3.427
Cl -5.759 4.924 3.048
Cl -3.341 6.478 2.774
Cl -3.823 4.971 5.185
Cl -3.210 3.596 2.720
C -5.301 -6.750 2.297
Cl -4.072 -7.104 1.092
Cl -6.476 -5.610 1.618
Cl -6.111 -8.243 2.774
Cl -4.536 -6.016 3.716
C 0.495 -4.156 -1.010
Cl -0.086 -3.346 -2.467
Cl -0.619 -3.792 0.366
Cl 0.583 -5.902 -1.305
Cl 2.112 -3.568 -0.567
C 4.494 -6.835 0.090
Cl 4.876 -5.274 -0.659
Cl 3.925 -7.951 -1.154
Cl 5.937 -7.499 0.861
Cl 3.234 -6.609 1.304
C 2.758 0.008 -3.585
Cl 4.374 0.106 -4.303
Cl 1.592 -0.426 -4.839
Cl 2.742 -1.217 -2.313
Cl 2.337 1.576 -2.891
C 3.943 1.361 2.446
Cl 3.939 2.923 1.619
Cl 3.256 0.130 1.381
Cl 5.600 0.925 2.869
Cl 2.971 1.474 3.918
C 9.849 -5.266 0.210
Cl 8.100 -5.221 -0.024
Cl 10.556 -3.717 -0.261
Cl 10.205 -5.584 1.913
Cl 10.540 -6.552 -0.785
C 14.393 -4.625 -0.056
Cl 14.259 -6.381 0.054
Cl 13.689 -4.073 -1.581
Cl 13.538 -3.885 1.302
Cl 16.097 -4.161 0.003
C -9.720 4.938 5.652
Cl -8.088 5.004 4.973
Cl -10.821 4.156 4.510
Cl -9.689 4.013 7.154
Cl -10.287 6.580 5.981
C 1.814 -1.374 -8.813
Cl 2.281 0.200 -9.460
Cl 1.278 -2.424 -10.127
Cl 3.198 -2.109 -7.997
Cl 0.497 -1.163 -7.654
C 8.408 1.402 -5.763
Cl 6.955 0.402 -5.662
Cl 9.564 0.885 -4.533
Cl 9.132 1.229 -7.364
Cl 7.974 3.092 -5.490
C 1.934 3.975 -11.363
Cl 0.975 3.694 -9.908
Cl 1.906 2.516 -12.365
Cl 1.261 5.340 -12.259
Cl 3.602 4.334 -10.909
C 2.795 5.536 -2.769
Cl 3.032 7.238 -2.360
Cl 1.133 5.283 -3.309
Cl 3.909 5.077 -4.060
Cl 3.106 4.538 -1.345
C -10.423 -7.365 3.953
Cl -9.141 -6.413 3.199
Cl -10.274 -7.266 5.711
Cl -11.998 -6.738 3.459
Cl -10.272 -9.050 3.444
C 3.646 3.994 7.462
Cl 3.644 5.737 7.766
Cl 1.975 3.420 7.370
Cl 4.464 3.645 5.941
Cl 4.478 3.172 8.784
C -3.985 -9.417 -2.342
Cl -4.526 -8.516 -3.760
Cl -5.185 -9.273 -1.058
Cl -3.771 -11.118 -2.769
Cl -2.446 -8.753 -1.776
C 6.909 6.363 3.902
Cl 6.918 7.899 3.026
Cl 6.194 5.110 2.873
Cl 8.568 5.908 4.312
Cl 5.957 6.519 5.375
C -0.115 -5.832 -11.630
Cl 1.229 -4.916 -12.327
Cl 0.001 -5.818 -9.870
Cl -1.642 -5.097 -12.127
Cl -0.046 -7.499 -12.209
C 7.319 10.469 6.379
Cl 8.421 9.177 5.892
Cl 8.133 11.533 7.531
Cl 6.840 11.398 4.956
Cl 5.881 9.779 7.140
C 0.718 5.246 -16.524
Cl 0.953 6.908 -15.964
Cl -0.942 5.048 -17.094
Cl 1.839 4.909 -17.847
Cl 1.022 4.136 -15.188
C -9.327 4.358 0.517
Cl -11.021 4.857 0.501
Cl -9.235 2.591 0.536
Cl -8.516 4.973 -0.927
Cl -8.542 4.994 1.963

Its charge is 0. The frontier orbital gap comes out at 8.2 eV. For the total energy, the calculation gives -1104326.019 eV.



[5]
C3H4BNO2 | ωB97M-V/def2-TZVPD

Geometry (Å):
B -1.609 1.693 1.201
C -2.653 1.322 2.322
C -0.530 0.741 0.675
C 0.895 -0.754 -0.436
N -3.296 1.027 3.227
O -1.527 0.482 -0.048
O 0.669 0.253 0.520
H -1.565 2.749 0.757
H 0.073 -1.318 -0.761
H 1.492 -1.479 0.050
H 1.273 -0.316 -1.514

Its charge is 0. The frontier orbital gap comes out at 11.8 eV. For the total energy, the calculation gives -9435.678 eV. Its energy relative to the best compared isomer or geometry (same formula, charge and spin) is 2.908 eV.



[6]
C15H56N12O13 | ωB97M-V/def2-TZVPD

Geometry (Å):
C -3.894 -1.204 -0.303
C -3.609 -0.948 -1.791
O -3.425 0.445 -1.990
H -3.023 -0.852 0.287
H -4.117 -2.210 0.017
H -4.716 -0.648 0.106
H -4.486 -1.183 -2.368
H -2.727 -1.549 -1.991
H -2.755 0.631 -2.692
C -2.702 4.361 -0.099
C -1.962 3.096 -0.445
O -2.284 2.031 0.342
H -3.794 4.301 -0.158
H -2.382 5.100 -0.798
H -2.300 4.650 0.833
H -0.923 3.209 -0.341
H -2.091 2.715 -1.454
H -1.738 1.271 0.089
C -0.043 0.363 -3.994
O -1.202 0.797 -3.357
N -0.030 -0.641 -4.771
N 1.089 0.944 -3.817
H -0.829 -1.309 -4.574
H 0.709 -1.096 -5.338
H 0.981 1.767 -3.251
H 2.045 0.709 -4.272
C -0.153 -0.709 -0.175
O -0.936 -1.855 -0.328
N -0.296 0.368 -0.832
N 0.799 -0.617 0.668
H -0.790 0.279 -1.718
H 0.206 1.237 -0.701
H 0.981 -1.464 1.248
H 1.383 0.224 0.972
C 2.867 -1.795 -2.429
O 3.180 -1.971 -3.785
N 3.427 -2.508 -1.463
N 2.114 -0.906 -1.936
H 4.048 -3.345 -1.685
H 3.116 -2.386 -0.510
H 1.575 -0.246 -2.505
H 1.809 -0.765 -0.924
C 1.822 3.205 1.161
O 1.644 1.803 1.117
N 0.926 4.111 1.537
N 2.998 3.704 0.935
H 0.084 3.650 1.903
H 1.094 5.143 1.646
H 3.728 3.003 0.749
H 3.317 4.713 0.873
C 1.142 4.425 -2.007
O 0.806 3.073 -1.988
N 0.860 5.273 -1.069
N 1.596 5.023 -3.092
H 0.740 4.941 -0.067
H 1.125 6.288 -1.080
H 1.847 4.502 -3.922
H 2.460 5.669 -2.848
C -1.353 -1.994 2.981
O -0.161 -2.632 2.728
N -2.302 -2.501 3.784
N -1.612 -0.794 2.657
H -2.262 -3.499 4.209
H -3.283 -2.242 3.777
H -0.966 -0.468 1.943
H -2.547 -0.420 2.713
C 2.302 -4.115 1.049
O 2.717 -2.784 1.271
H 1.238 -3.941 0.843
H 2.444 -4.598 1.968
H 2.757 -4.580 0.189
H 2.795 -2.707 2.248
C 2.059 -0.061 3.983
O 2.866 -0.365 5.075
H 2.251 -0.688 3.107
H 2.214 1.023 3.687
H 1.028 -0.216 4.294
H 2.778 0.392 5.711
C 0.079 -3.525 -2.872
O 0.206 -4.846 -3.339
H 0.448 -2.912 -3.741
H 0.629 -3.346 -1.969
H -0.957 -3.265 -2.589
H 1.119 -4.979 -3.653
C -1.238 -5.452 1.510
O -1.767 -4.566 0.567
H -0.157 -5.373 1.494
H -1.523 -6.463 1.445
H -1.545 -5.049 2.507
H -1.337 -3.762 0.740
C -0.824 2.242 3.585
O -1.499 3.122 2.728
H -1.527 1.590 4.103
H -0.385 2.817 4.415
H -0.061 1.625 3.144
H -1.935 2.517 2.093

Its charge is 0. The frontier orbital gap comes out at 7.8 eV. For the total energy, the calculation gives -60958.200 eV. Its energy relative to the best compared isomer or geometry (same formula, charge and spin) is 7.442 eV.